# C2H8N2O6S2

A cluster of 2 separate species, C2H8N2O6S2 in total in a non-equilibrium geometry (ωB97M-V/def2-TZVPD, OMol25).

ORCA input file:
```
! wB97M-V def2-TZVPD RIJCOSX def2/J DEFGRID3
* xyz 0 1
H 2.15010 -1.52209 0.77395
H -2.43204 -0.90585 -0.84374
O 1.28140 0.93145 0.29346
H 1.77786 -0.39177 -1.68825
H -2.53017 1.97394 0.28466
S -0.46393 -0.89201 -0.01291
O 2.69586 -0.00938 -1.52866
H -2.52251 -1.33839 0.76951
N -1.97951 -1.51220 -0.16544
O 0.10840 -0.77579 -1.35526
N 2.97958 -0.91455 0.75051
H -1.14999 0.43675 -1.53343
H 3.09529 -0.65926 1.77821
O -0.76171 0.82375 2.10475
C -0.85428 0.79037 0.91289
S 2.66150 0.53709 -0.02897
H -0.88042 2.54394 -0.11620
O -1.83388 1.05854 -1.30535
C -1.53780 1.58051 -0.08303
O 0.19625 -1.75502 0.99331
*
```

HOMO energy ... -9.9358 eV
Frontier orbital gap ... 10.20 eV
LUMO energy ... 0.26 eV